(1)
11
Properties=species:S:1:pos:R:3:forces:R:3:nbo_charge:R:1 method="wB97M-V/def2-TZVPD" gap_ha=0.3704 de_lowest_kj_mol=0.0 e_homo_ev=-15.0 max_force_ev_per_a=0.618 total_charge=+1 lumo_energy_ha=-0.1799 e_tot_ha=-1030.1852
N 0.856446 0.593020 0.233652 -0.170 -0.142 0.060 -0.50
Cl 2.894764 -1.026565 0.046394 -0.029 -0.006 -0.063 0.22
H -0.508712 0.947373 -1.258749 -0.160 0.183 0.013 0.23
H -1.020366 1.680988 0.256015 0.137 -0.135 0.479 0.26
C -0.548732 0.803274 -0.173214 0.035 -0.006 -0.617 -0.24
S 0.075132 -1.664485 -0.666231 -0.004 -0.064 0.130 0.46
H 1.444425 1.283662 0.680322 0.083 0.094 -0.144 0.46
C -1.173871 -0.543712 0.102411 0.306 -0.006 0.202 -0.50
C 1.284230 -0.593827 -0.098208 0.052 0.050 0.118 0.09
H -2.177770 -0.680078 -0.282699 0.068 -0.078 -0.246 0.28
H -1.125546 -0.799651 1.160306 -0.318 0.110 0.069 0.24

(2)
10
Properties=species:S:1:pos:R:3:forces:R:3:nbo_charge:R:1 method="wB97M-V/def2-TZVPD" gap_ha=0.3561 de_lowest_kj_mol=146.1 e_homo_ev=-8.7 max_force_ev_per_a=3.800 lumo_energy_ha=0.0362 e_tot_ha=-652.6776 smiles="CO/C=C/Cl"
Cl -2.213019 -0.175586 0.021814 0.220 0.323 -0.031 0.00
H 0.511366 -1.200913 -0.470167 -0.013 -0.218 0.591 0.18
H -0.448291 1.538997 0.264664 -0.715 1.607 0.311 0.21
H 3.559381 0.053954 -0.419755 0.198 0.302 0.452 0.19
C 2.702705 -0.314626 0.149124 2.571 0.920 0.880 -0.26
O 1.635856 0.497870 -0.187800 0.206 0.111 0.138 -0.49
H 2.918904 -0.285133 1.254846 -0.192 -0.158 -1.041 0.18
C -0.642259 0.536042 0.044954 1.760 -2.576 0.254 -0.30
C 0.499841 -0.187177 -0.075614 -3.383 0.893 -1.484 0.11
H 2.631394 -1.310338 -0.208815 -0.653 -1.204 -0.071 0.17

(3)
10
Properties=species:S:1:pos:R:3:forces:R:3:nbo_charge:R:1 method="wB97M-V/def2-TZVPD" gap_ha="0.2720 / 0.3198" de_lowest_kj_mol=182.3 e_homo_ev="-6.6 / -10.3" max_force_ev_per_a=6.235 s_squared=2.03 lumo_energy_ha="0.0278 / -0.0602" spin_multiplicity=3 e_tot_ha=-652.5091
H -0.925426 0.876479 -0.995536 -1.045 -0.998 0.285 0.24
C -1.190391 -0.801913 0.408590 -0.942 5.109 3.447 -0.34
C -0.916582 -0.210674 -0.752776 2.419 0.855 -2.458 -0.43
H 1.739305 1.580644 1.105006 0.373 -0.800 -0.507 0.52
H -0.741780 -0.908486 -1.571543 -0.017 0.533 -0.370 0.21
Cl 2.158538 -0.760224 0.094484 -0.112 -0.660 -0.914 -0.10
H -1.302733 0.029766 1.257258 0.016 -2.532 -1.295 0.18
C 1.098489 0.504379 -0.500770 1.300 -2.394 0.931 0.29
O 1.152319 1.486529 0.346406 -1.998 3.208 0.391 -0.76
H -1.071741 -1.796501 0.608883 0.004 -2.321 0.490 0.20

(4)
12
Properties=species:S:1:pos:R:3:forces:R:3:nbo_charge:R:1 method="wB97M-V/def2-TZVPD" gap_ha=0.3655 de_lowest_kj_mol=334.1 e_homo_ev=-10.5 max_force_ev_per_a=6.247 lumo_energy_ha=-0.0195 e_tot_ha=-803.1054
H 2.186095 0.752390 0.754062 -0.943 0.112 -2.566 0.20
Cl 0.708500 -1.613419 0.838207 0.323 -0.156 0.649 0.04
H 0.323215 0.833299 1.479462 -1.141 -2.740 -1.737 0.25
O 1.022882 2.151268 -0.455841 0.762 -0.522 -5.266 -0.76
O -1.661294 1.032949 -1.050410 2.315 0.478 2.442 -0.70
C 0.291667 0.039767 0.526612 -2.884 2.706 1.285 -0.38
C -1.238146 -0.015730 -0.198919 1.813 0.227 -1.620 0.78
O -1.786995 -1.069918 -0.214236 -0.514 0.845 0.273 -0.53
C 1.411564 0.713979 -0.156416 3.376 1.868 -1.333 -0.10
H -1.034167 1.833701 -0.876401 -1.224 -1.884 -0.310 0.51
H 1.162438 2.393484 -1.750619 -0.530 -1.406 6.064 0.48
H 1.930652 0.272763 -1.119811 -1.354 0.472 2.117 0.21

(5)
11
Properties=species:S:1:pos:R:3:forces:R:3:nbo_charge:R:1 method="wB97M-V/def2-TZVPD" gap_ha=0.2810 de_lowest_kj_mol=64.6 e_homo_ev=-8.9 max_force_ev_per_a=2.985 lumo_energy_ha=-0.0458 e_tot_ha=-1373.8360 smiles="CSC(=S)CCl"
C -1.450483 1.826591 1.410609 -0.607 -0.194 0.568 -0.73
C 1.386076 -0.018497 0.068459 0.785 -0.666 1.002 -0.48
S -1.130010 1.115917 -0.218124 -0.307 0.466 -0.405 0.24
H 1.676950 1.008673 0.268717 -0.149 0.150 -0.183 0.23
C -0.092071 -0.225224 0.258548 -0.714 -2.589 1.304 -0.28
H -2.024936 2.752580 1.288334 0.124 -0.285 -0.221 0.24
H 1.999494 -0.668054 0.744228 -0.767 0.365 -0.681 0.24
S -0.708510 -1.668158 0.880274 1.074 2.405 -0.946 0.11
H -2.022689 1.142043 2.056509 0.166 0.158 -0.391 0.23
H -0.529702 2.074780 1.910004 0.415 0.121 0.134 0.21
Cl 1.838593 -0.410081 -1.605170 -0.020 0.069 -0.181 -0.02

(6)
10
Properties=species:S:1:pos:R:3:forces:R:3:nbo_charge:R:1 method="wB97M-V/def2-TZVPD" gap_ha="0.2611 / 0.2611" de_lowest_kj_mol=0.0 e_homo_ev="-7.6 / -7.7" max_force_ev_per_a=2.357 lumo_energy_ha="-0.0200 / -0.0200" e_tot_ha=-1832.9025
H -0.053000 0.773935 -2.186791 0.063 0.238 0.265 0.19
C 0.004958 -2.306792 0.980063 -0.385 -0.579 -0.848 0.48
H -0.851321 2.570966 0.117973 0.600 -0.557 0.412 0.18
C -0.572883 1.538792 -0.188073 -0.691 0.383 1.060 -0.78
O -0.373549 -2.971447 0.143664 0.433 0.782 0.954 -0.47
H -0.160140 2.538975 -2.155576 -0.091 -0.353 0.535 0.20
Cu 0.365705 0.349476 1.754716 -0.827 0.882 -2.023 0.47
H -1.585354 1.082874 -0.252876 0.761 -0.205 -0.151 0.18
H 1.231625 1.715799 -1.443331 -0.426 0.055 -0.009 0.20
C 0.133375 1.655617 -1.548493 0.563 -0.646 -0.195 -0.65

(7)
9
Properties=species:S:1:pos:R:3:forces:R:3:nbo_charge:R:1 method="wB97M-V/def2-TZVPD" gap_ha="0.2298 / 0.3060" de_lowest_kj_mol=304.0 e_homo_ev="-4.9 / -11.2" max_force_ev_per_a=17.083 s_squared=2.00 lumo_energy_ha="0.0492 / -0.1057" spin_multiplicity=3 e_tot_ha=-216.8396
H 1.390933 -0.561377 -0.613344 -2.015 0.111 -0.904 0.16
H -1.856271 -0.434595 1.134555 0.668 1.622 0.246 0.20
H 0.467754 1.782382 2.315792 -2.161 -1.673 -1.208 0.23
H -0.414353 -0.979141 -1.063288 -0.248 -0.666 0.521 0.17
C -0.228291 0.917945 1.980579 11.413 11.361 5.702 -0.21
H 0.932836 -1.046585 -2.228178 -0.058 -0.496 -0.868 0.16
C -1.014035 0.125640 1.598350 -9.940 -11.296 -4.712 -0.21
C 0.509495 -0.550587 -1.384300 2.196 0.547 1.276 -0.12
F 0.211932 0.746316 -1.740166 0.145 0.490 -0.052 -0.37

(8)
11
Properties=species:S:1:pos:R:3:forces:R:3:nbo_charge:R:1 method="wB97M-V/def2-TZVPD" gap_ha=0.3632 de_lowest_kj_mol=281.2 e_homo_ev=-9.0 max_force_ev_per_a=4.345 lumo_energy_ha=0.0338 e_tot_ha=-371.6613
H 0.375786 2.270351 -1.215768 -1.567 -1.314 -0.936 0.40
H -0.819286 -1.561422 2.449017 -0.869 0.375 -1.275 0.20
H -0.589387 0.636835 1.767960 0.830 0.440 -0.094 0.18
F 1.940725 0.475425 -0.674706 0.621 1.320 0.218 -0.32
N 0.019968 1.356693 -1.627397 2.824 0.492 1.609 -0.86
C 0.652074 0.354555 -0.872083 -1.741 -3.304 1.866 0.87
H -0.348816 -2.274682 0.881739 -0.265 0.145 -0.898 0.21
C -0.174265 -0.153970 1.144671 -0.104 1.886 -3.913 -0.24
C -0.662068 -1.347871 1.342077 1.653 -1.878 2.730 -0.48
H -0.950427 1.125545 -1.682876 -0.636 0.711 0.120 0.41
F 0.555697 -0.881459 -1.512634 -0.747 1.127 0.574 -0.37

(9)
13
Properties=species:S:1:pos:R:3:forces:R:3:nbo_charge:R:1 method="wB97M-V/def2-TZVPD" gap_ha="0.2041 / 0.2041" de_lowest_kj_mol=787.8 e_homo_ev="-9.7 / -9.7" max_force_ev_per_a=3.354 lumo_energy_ha="-0.1516 / -0.1516" e_tot_ha=-521.9971
H 2.640986 0.178876 0.247088 -0.028 0.069 0.024 0.24
H 1.940117 -0.552989 -1.199869 0.042 -0.035 -0.058 0.22
H 0.641420 1.419794 -0.441225 -0.418 -0.059 -0.023 0.32
C 0.511395 0.472391 0.096851 0.388 -0.003 0.233 -0.57
H 0.365688 0.677059 1.158847 -0.097 0.045 -0.269 0.30
H 1.710943 -1.313526 0.386728 0.113 -0.136 0.026 0.22
F -0.832077 -0.445400 -1.673028 0.219 0.145 2.099 -0.21
N -1.750233 -0.635213 0.431191 -1.557 -0.692 1.001 0.41
C 1.786742 -0.367759 -0.140551 -0.136 -0.261 -0.041 -0.59
F -2.053655 2.391318 0.029791 0.887 -1.629 -0.260 -0.67
O -1.541696 -0.575573 1.629404 0.214 -0.019 -0.387 -0.30
C -0.680201 -0.185803 -0.405877 0.073 2.502 -2.232 0.90
O -2.739426 -1.063170 -0.119351 0.298 0.073 -0.113 -0.28

(10)
11
Properties=species:S:1:pos:R:3:forces:R:3:nbo_charge:R:1 method="wB97M-V/def2-TZVPD" gap_ha=0.4942 de_lowest_kj_mol=17.1 e_homo_ev=-12.4 max_force_ev_per_a=3.629 lumo_energy_ha=0.0374 e_tot_ha=-416.9172 smiles=CCC(F)(F)F
C -1.143201 0.051448 0.095885 -1.324 0.995 2.283 0.99
H 1.128113 1.263307 0.259388 0.369 -1.010 0.090 0.23
F -1.202998 1.421301 0.300925 0.067 -1.094 -0.141 -0.35
H 0.038753 0.140407 -1.557570 0.145 -0.073 -0.647 0.23
H 0.014328 -1.430164 -0.701877 0.289 0.099 -0.157 0.23
C 1.186675 0.147040 0.195815 1.528 1.174 3.075 -0.62
F -2.315689 -0.269474 -0.446088 0.186 -0.267 -0.481 -0.31
H 1.212420 -0.288563 1.239444 -0.486 0.689 -0.970 0.23
C 0.087826 -0.343911 -0.596622 -1.777 -0.918 -1.316 -0.50
F -1.137876 -0.531031 1.350413 -0.336 0.512 -0.671 -0.35
H 2.131652 -0.160363 -0.139712 1.339 -0.109 -1.067 0.22